Record 1
C26H61N10O13PS | ωB97M-V with the def2-TZVPD basis set

```
112
Properties=species:S:1:pos:R:3
N 2.59 0.74 6.49
P 2.16 1.52 5.22
C 0.78 0.75 4.20
C 0.60 1.33 2.79
C 1.69 1.17 1.74
N 2.93 1.93 1.91
O 1.15 -0.64 4.12
S 0.27 -1.59 5.05
O 0.03 -2.77 4.33
O 0.73 -1.65 6.39
O -1.02 -0.65 5.00
C -0.66 0.73 4.85
C -1.05 1.58 6.04
O -0.29 1.32 7.21
N -0.38 2.46 8.09
O 0.67 2.92 8.28
H 2.46 1.24 7.35
H 1.71 2.84 5.43
H 3.20 1.59 4.30
H -0.28 0.83 2.37
H 0.33 2.39 2.92
H 1.89 0.10 1.61
H 1.23 1.49 0.80
H 2.83 2.74 2.49
H 3.69 1.37 2.26
H -1.36 1.08 4.09
H -0.99 2.63 5.74
H -2.11 1.36 6.23
C 4.59 6.80 6.47
N 4.26 5.68 5.60
C 3.13 5.80 4.70
C 4.96 4.54 5.61
O 4.72 3.58 4.90
H 3.76 7.03 7.14
H 4.83 7.69 5.88
H 5.46 6.54 7.08
H 2.38 5.03 4.91
H 3.45 5.68 3.66
H 2.67 6.78 4.82
H 5.80 4.55 6.32
C -1.57 -0.63 -3.39
N -0.95 -0.99 -2.13
C -1.07 -2.36 -1.65
C -0.28 -0.11 -1.38
O 0.26 -0.36 -0.31
H -2.64 -0.80 -3.37
H -1.14 -1.22 -4.20
H -1.38 0.42 -3.60
H -1.57 -2.38 -0.68
H -0.08 -2.80 -1.53
H -1.63 -2.94 -2.37
H -0.25 0.90 -1.82
C -5.86 2.43 -5.78
N -4.58 1.82 -6.06
C -3.67 2.45 -7.01
C -4.18 0.67 -5.47
O -3.12 0.13 -5.68
H -6.46 2.51 -6.69
H -5.72 3.44 -5.37
H -6.40 1.83 -5.06
H -3.46 1.77 -7.84
H -2.73 2.70 -6.53
H -4.14 3.36 -7.39
H -4.94 0.27 -4.77
C 1.84 -3.39 -6.36
N 0.48 -3.78 -6.06
C -0.42 -4.08 -7.17
C 0.01 -3.87 -4.81
O -1.13 -4.18 -4.51
H 1.85 -2.50 -6.98
H 2.35 -4.19 -6.90
H 2.38 -3.20 -5.43
H -1.28 -3.41 -7.15
H -0.79 -5.10 -7.09
H 0.12 -3.95 -8.10
H 0.77 -3.61 -4.05
C -1.59 1.94 12.35
N -1.80 3.37 12.30
C -1.03 4.17 11.35
C -2.67 4.01 13.10
O -2.87 5.21 13.09
H -0.56 1.70 12.60
H -1.83 1.48 11.38
H -2.25 1.51 13.11
H -0.43 4.91 11.88
H -1.70 4.69 10.67
H -0.37 3.51 10.79
H -3.21 3.32 13.78
C -2.51 -7.19 -3.54
N -2.88 -8.28 -4.42
C -4.01 -8.13 -5.32
C -2.20 -9.45 -4.45
O -2.47 -10.39 -5.17
H -3.34 -6.96 -2.87
H -2.27 -6.30 -4.12
H -1.65 -7.47 -2.94
H -4.76 -8.89 -5.11
H -3.69 -8.24 -6.35
H -4.44 -7.14 -5.17
H -1.36 -9.47 -3.73
C 4.71 -0.03 -10.28
N 3.63 -0.56 -9.47
C 3.35 0.04 -8.18
C 2.87 -1.59 -9.88
O 1.95 -2.08 -9.25
H 5.66 -0.11 -9.75
H 4.53 1.02 -10.51
H 4.78 -0.59 -11.21
H 3.46 -0.70 -7.38
H 2.32 0.42 -8.15
H 4.04 0.85 -8.00
H 3.16 -1.97 -10.88
```

- E_HOMO (Ha) = -0.301
- HOMO-LUMO gap (eV) = 7.58

---

Record 2
C26H61N6O6 | ωB97M-V with the def2-TZVPD basis set

```
99
Properties=species:S:1:pos:R:3
C -2.47 5.01 1.55
C -1.61 4.21 0.45
O -1.48 5.14 -0.66
C -2.48 3.00 -0.07
N -1.79 2.09 -1.01
C -0.69 1.34 -0.37
C -1.14 0.34 0.75
O 0.04 -0.11 1.53
C -0.04 0.57 2.74
C 0.67 1.86 2.90
C 0.53 2.56 4.18
C -0.29 1.94 5.21
N -0.92 0.73 5.02
C -0.84 0.02 3.85
H -3.41 4.44 1.80
H -1.89 5.22 2.49
H -2.81 6.01 1.15
H -0.61 3.92 0.86
H -2.38 5.42 -0.89
H -3.34 3.46 -0.66
H -2.95 2.50 0.81
H -1.40 2.68 -1.75
H -0.23 0.70 -1.18
H 0.16 2.01 -0.02
H -1.67 -0.57 0.37
H -1.85 0.82 1.48
H 1.26 2.26 2.04
H 1.05 3.54 4.32
H -0.44 2.46 6.18
H -1.51 0.33 5.76
H -1.36 -0.95 3.65
C 1.98 -2.82 3.72
C 1.28 -2.90 5.07
C 2.15 -3.54 6.17
O 2.26 -4.95 6.09
C 3.23 -5.42 5.17
N 0.01 -3.62 4.91
H 2.02 -3.78 3.21
H 1.44 -2.13 3.05
H 3.00 -2.43 3.82
H 1.06 -1.87 5.38
H 1.67 -3.34 7.13
H 3.14 -3.08 6.22
H 4.10 -4.76 5.12
H 2.78 -5.54 4.18
H 3.56 -6.40 5.50
H -0.50 -3.59 5.79
H 0.23 -4.60 4.78
C 0.45 -1.74 -4.51
C -0.62 -1.38 -3.47
C -1.78 -2.38 -3.41
O -2.72 -2.26 -4.47
C -2.33 -2.92 -5.67
N -1.09 -0.01 -3.74
H 0.13 -1.53 -5.53
H 1.36 -1.17 -4.33
H 0.71 -2.80 -4.44
H -0.12 -1.38 -2.49
H -2.35 -2.18 -2.49
H -1.42 -3.41 -3.32
H -1.77 -3.83 -5.48
H -1.75 -2.24 -6.30
H -3.24 -3.17 -6.22
H -1.73 0.26 -2.99
H -1.69 -0.06 -4.56
C 5.92 2.67 7.16
C 4.73 1.75 6.93
C 3.88 2.14 5.71
O 3.03 3.26 5.92
C 3.66 4.53 5.77
N 3.92 1.70 8.16
H 5.63 3.63 7.60
H 6.63 2.21 7.86
H 6.46 2.87 6.23
H 5.13 0.75 6.74
H 3.21 1.31 5.48
H 4.50 2.29 4.82
H 4.44 4.51 5.00
H 4.08 4.85 6.73
H 2.91 5.26 5.49
H 3.18 1.01 8.03
H 3.42 2.58 8.23
C -3.04 -0.40 -11.69
C -3.77 -0.47 -10.35
C -2.93 -1.07 -9.22
O -2.80 -2.49 -9.26
C -1.79 -2.96 -10.14
N -5.03 -1.21 -10.54
H -2.97 -1.38 -12.18
H -3.57 0.26 -12.38
H -2.03 -0.01 -11.56
H -4.02 0.56 -10.07
H -3.43 -0.86 -8.27
H -1.94 -0.59 -9.15
H -0.93 -2.28 -10.19
H -2.21 -3.10 -11.14
H -1.45 -3.93 -9.78
H -5.56 -1.17 -9.67
H -4.79 -2.19 -10.63
```

- E_HOMO (Ha) = -0.379
- HOMO-LUMO gap (eV) = 5.78
- net charge = +1

---

Record 3
C26H63N5O16V3 | ωB97M-V with the def2-TZVPD basis set

```
113
Properties=species:S:1:pos:R:3
O -21.56 -18.13 -20.50
V -21.69 -16.56 -20.80
O -21.49 -12.69 -21.43
V -20.29 -13.24 -20.49
O -17.48 -16.23 -18.37
V -19.00 -15.91 -18.55
C -19.11 -15.65 -21.35
O -19.39 -16.67 -20.78
O -20.11 -15.08 -21.68
O -18.68 -14.85 -20.51
C -21.59 -14.85 -18.60
O -22.01 -14.64 -19.74
O -21.26 -16.03 -18.53
O -20.58 -14.16 -18.53
C -20.52 -17.99 -23.83
O -21.49 -17.27 -23.10
C -22.44 -16.61 -23.96
C -23.36 -15.80 -23.10
N -23.68 -16.59 -21.89
C -24.74 -15.93 -21.18
C -25.10 -16.77 -19.94
O -23.90 -17.03 -19.20
C -24.19 -18.04 -18.21
H -19.90 -18.53 -23.11
H -19.91 -17.36 -24.47
H -21.06 -18.71 -24.46
H -22.97 -17.35 -24.56
H -21.93 -15.97 -24.67
H -24.22 -15.58 -23.73
H -22.75 -14.95 -22.77
H -24.14 -17.37 -22.34
H -25.57 -15.78 -21.87
H -24.40 -14.93 -20.94
H -25.71 -17.59 -20.32
H -25.83 -16.22 -19.34
H -24.47 -19.00 -18.64
H -24.93 -17.80 -17.45
H -23.30 -18.25 -17.61
C -17.00 -19.10 -15.16
O -17.98 -18.13 -15.60
C -18.14 -17.10 -14.67
C -19.38 -16.21 -15.10
N -19.11 -15.35 -16.23
C -18.00 -14.47 -15.97
C -17.99 -13.17 -16.85
O -17.62 -13.53 -18.23
C -16.25 -13.33 -18.51
H -15.99 -18.88 -15.50
H -17.16 -20.15 -15.42
H -16.91 -19.07 -14.08
H -17.26 -16.52 -14.36
H -18.38 -17.58 -13.72
H -19.64 -15.58 -14.25
H -20.25 -16.83 -15.31
H -19.91 -14.73 -16.16
H -17.02 -14.94 -15.89
H -18.17 -14.05 -14.98
H -17.32 -12.46 -16.37
H -18.96 -12.67 -16.82
H -16.15 -13.35 -19.60
H -15.69 -14.17 -18.10
H -15.79 -12.39 -18.19
C -13.80 -16.10 -16.57
C -13.69 -17.03 -17.72
C -13.82 -16.27 -19.08
O -15.09 -16.52 -19.65
C -15.29 -15.84 -20.90
N -12.36 -17.60 -17.59
H -13.75 -16.61 -15.61
H -14.70 -15.48 -16.56
H -12.96 -15.42 -16.46
H -14.44 -17.82 -17.64
H -13.07 -16.66 -19.77
H -13.72 -15.19 -18.96
H -15.53 -14.78 -20.87
H -16.19 -16.17 -21.42
H -14.47 -15.98 -21.61
H -12.33 -18.37 -18.25
H -11.69 -16.89 -17.83
C -17.59 -19.58 -18.74
C -19.10 -19.34 -18.68
C -19.88 -20.65 -18.27
O -21.30 -20.46 -18.38
C -22.07 -21.62 -18.25
N -19.33 -18.23 -17.84
H -17.37 -20.39 -19.43
H -17.18 -19.95 -17.79
H -17.08 -18.69 -19.12
H -19.46 -19.12 -19.69
H -19.57 -20.92 -17.26
H -19.58 -21.50 -18.87
H -21.65 -22.37 -18.93
H -23.08 -21.37 -18.57
H -22.05 -21.98 -17.22
H -20.33 -18.22 -17.68
H -18.92 -18.48 -16.96
C -19.64 -9.03 -19.20
C -19.74 -10.33 -19.97
C -18.39 -10.75 -20.69
O -18.63 -12.00 -21.34
C -17.52 -12.33 -22.22
N -20.28 -11.43 -19.18
H -20.68 -8.77 -19.04
H -19.11 -8.24 -19.73
H -19.11 -9.19 -18.26
H -20.42 -10.15 -20.80
H -17.54 -10.85 -20.01
H -18.15 -9.99 -21.43
H -16.57 -12.12 -21.72
H -17.45 -11.75 -23.14
H -17.61 -13.38 -22.52
H -21.20 -11.10 -18.92
H -19.80 -11.44 -18.29
```

- E_HOMO (spin up / spin down) (Ha) = -0.469 / -0.469
- HOMO-LUMO gap (spin up / spin down) (eV) = 6.30 / 6.19
- net charge = +2
- 2S+1 = 4
- <S²> = 3.86

---

Repeat the second record exactly.
C26H61N6O6 | ωB97M-V with the def2-TZVPD basis set

```
99
Properties=species:S:1:pos:R:3
C -2.47 5.01 1.55
C -1.61 4.21 0.45
O -1.48 5.14 -0.66
C -2.48 3.00 -0.07
N -1.79 2.09 -1.01
C -0.69 1.34 -0.37
C -1.14 0.34 0.75
O 0.04 -0.11 1.53
C -0.04 0.57 2.74
C 0.67 1.86 2.90
C 0.53 2.56 4.18
C -0.29 1.94 5.21
N -0.92 0.73 5.02
C -0.84 0.02 3.85
H -3.41 4.44 1.80
H -1.89 5.22 2.49
H -2.81 6.01 1.15
H -0.61 3.92 0.86
H -2.38 5.42 -0.89
H -3.34 3.46 -0.66
H -2.95 2.50 0.81
H -1.40 2.68 -1.75
H -0.23 0.70 -1.18
H 0.16 2.01 -0.02
H -1.67 -0.57 0.37
H -1.85 0.82 1.48
H 1.26 2.26 2.04
H 1.05 3.54 4.32
H -0.44 2.46 6.18
H -1.51 0.33 5.76
H -1.36 -0.95 3.65
C 1.98 -2.82 3.72
C 1.28 -2.90 5.07
C 2.15 -3.54 6.17
O 2.26 -4.95 6.09
C 3.23 -5.42 5.17
N 0.01 -3.62 4.91
H 2.02 -3.78 3.21
H 1.44 -2.13 3.05
H 3.00 -2.43 3.82
H 1.06 -1.87 5.38
H 1.67 -3.34 7.13
H 3.14 -3.08 6.22
H 4.10 -4.76 5.12
H 2.78 -5.54 4.18
H 3.56 -6.40 5.50
H -0.50 -3.59 5.79
H 0.23 -4.60 4.78
C 0.45 -1.74 -4.51
C -0.62 -1.38 -3.47
C -1.78 -2.38 -3.41
O -2.72 -2.26 -4.47
C -2.33 -2.92 -5.67
N -1.09 -0.01 -3.74
H 0.13 -1.53 -5.53
H 1.36 -1.17 -4.33
H 0.71 -2.80 -4.44
H -0.12 -1.38 -2.49
H -2.35 -2.18 -2.49
H -1.42 -3.41 -3.32
H -1.77 -3.83 -5.48
H -1.75 -2.24 -6.30
H -3.24 -3.17 -6.22
H -1.73 0.26 -2.99
H -1.69 -0.06 -4.56
C 5.92 2.67 7.16
C 4.73 1.75 6.93
C 3.88 2.14 5.71
O 3.03 3.26 5.92
C 3.66 4.53 5.77
N 3.92 1.70 8.16
H 5.63 3.63 7.60
H 6.63 2.21 7.86
H 6.46 2.87 6.23
H 5.13 0.75 6.74
H 3.21 1.31 5.48
H 4.50 2.29 4.82
H 4.44 4.51 5.00
H 4.08 4.85 6.73
H 2.91 5.26 5.49
H 3.18 1.01 8.03
H 3.42 2.58 8.23
C -3.04 -0.40 -11.69
C -3.77 -0.47 -10.35
C -2.93 -1.07 -9.22
O -2.80 -2.49 -9.26
C -1.79 -2.96 -10.14
N -5.03 -1.21 -10.54
H -2.97 -1.38 -12.18
H -3.57 0.26 -12.38
H -2.03 -0.01 -11.56
H -4.02 0.56 -10.07
H -3.43 -0.86 -8.27
H -1.94 -0.59 -9.15
H -0.93 -2.28 -10.19
H -2.21 -3.10 -11.14
H -1.45 -3.93 -9.78
H -5.56 -1.17 -9.67
H -4.79 -2.19 -10.63
```

- E_HOMO (Ha) = -0.379
- HOMO-LUMO gap (eV) = 5.78
- net charge = +1